9
Properties=species:S:1:pos:R:3:lowdin_charge:R:1 method="wB97M-V/def2-TZVPD" energy_ha=-607.08927 smiles="C=C(C#N)C=S" de_lowest_kj_mol=49.1 lumo_energy_ev=-1.33 molar_mass_g_mol=97.1 multiplicity=1
C 0.6022 1.1508 -0.2334 0.104
C 0.1910 -0.1019 -0.0547 -0.386
C 0.6882 -1.2684 -0.7903 -0.190
N 1.1169 -2.2860 -1.1248 0.175
C -1.0028 -0.2329 0.7429 -0.663
S -2.0850 -1.4613 0.8234 0.703
H 0.3127 2.0842 0.2459 0.091
H 1.4059 1.3399 -0.9000 0.071
H -1.2291 0.7756 1.2910 0.095



9
Properties=species:S:1:pos:R:3:lowdin_charge:R:1 method="wB97M-V/def2-TZVPD" energy_ha=-606.99411 de_lowest_kj_mol=299.0 lumo_energy_ev="-1.29 / -0.82" molar_mass_g_mol=97.1 multiplicity=1
C 1.2306 -0.0814 -0.0070 -0.246
C 1.4710 -1.3910 0.1274 0.136
C 0.0791 0.6826 0.2150 -0.147
C -2.3263 0.1958 -0.0277 -0.755
N -1.1313 0.1866 0.0360 0.058
S -3.8670 -0.0164 -0.1141 0.716
H 2.0988 0.5585 -0.1919 0.103
H 2.2791 -1.8935 -0.3818 0.016
H 0.1660 1.7588 0.3441 0.118



10
Properties=species:S:1:pos:R:3:lowdin_charge:R:1 method="wB97M-V/def2-TZVPD" energy_ha=-1005.19605 smiles="N#CC(C=S)C=S" de_lowest_kj_mol=288.1 lumo_energy_ev=-1.69 molar_mass_g_mol=129.2 multiplicity=1
N 1.0713 -2.4773 0.2466 0.123
C 0.9130 -1.3918 -0.3925 -0.092
C 0.3406 0.0673 -0.3523 -0.523
C -0.9511 0.3096 -0.8812 -0.769
S -1.2081 1.0460 -2.2365 0.792
C 0.0710 0.3723 1.1393 -0.640
S 0.8183 1.6628 1.7297 0.770
H 1.3592 0.7017 -0.6905 0.183
H -1.8926 -0.0620 -0.2658 0.127
H -0.5215 -0.2286 1.7032 0.028



8
Properties=species:S:1:pos:R:3:lowdin_charge:R:1 method="wB97M-V/def2-TZVPD" energy_ha=-229.21521 charge=-1 de_lowest_kj_mol=280.2 lumo_energy_ev="4.34 / 4.45" molar_mass_g_mol=67.1 multiplicity=1
H 1.0182 -0.0832 2.6089 -0.032
O -2.1526 -0.9349 0.0390 -0.130
C -1.1150 -0.7738 -0.6189 -0.401
C 0.0358 -0.0573 -0.1620 -0.287
C 0.8953 1.0106 -0.2093 -0.115
C 1.1030 0.0910 0.7887 -0.165
H -1.0501 -1.1165 -1.6740 0.070
H 1.2655 1.8642 -0.7725 0.060



9
Properties=species:S:1:pos:R:3:lowdin_charge:R:1 method="wB97M-V/def2-TZVPD" energy_ha=-304.65795 charge=-1 de_lowest_kj_mol=64.7 lumo_energy_ev=4.30 molar_mass_g_mol=83.1 multiplicity=1
C 0.5654 0.9919 0.1987 -0.023
C 0.8895 -0.2122 -0.3710 -0.324
C -0.7946 0.6901 0.1738 -0.468
C -0.4362 -0.8206 -0.1331 -0.087
O 2.1325 -0.9927 -0.6973 -0.323
O -1.8629 1.2760 0.3567 -0.036
H 1.0180 1.8260 0.5798 0.065
H -0.9956 -1.3746 -0.9069 0.095
H -0.5162 -1.3839 0.7994 0.100



9
Properties=species:S:1:pos:R:3:lowdin_charge:R:1 method="wB97M-V/def2-TZVPD" energy_ha=-304.10591 charge=+1 de_lowest_kj_mol=624.5 lumo_energy_ev=-6.33 molar_mass_g_mol=83.1 multiplicity=1
C 0.1479 0.7300 0.2633 -0.135
C -0.2579 -1.5192 0.2364 -0.008
C 0.6647 -0.5227 -0.2117 0.012
C -1.0285 -0.3775 -0.0062 0.202
O 0.0679 1.8146 -0.5690 0.097
O -0.2653 -1.0019 -1.0964 0.181
H 0.4848 0.9730 1.2298 0.171
H -0.0550 -2.8000 0.2975 0.299
H 0.2414 2.7036 -0.1438 0.180



11
Properties=species:S:1:pos:R:3:lowdin_charge:R:1 method="wB97M-V/def2-TZVPD" energy_ha=-778.10489 charge=-1 de_lowest_kj_mol=215.6 lumo_energy_ev=3.39 molar_mass_g_mol=131.1 multiplicity=1
C 0.6862 0.5494 -0.1548 -0.274
C -0.3038 1.3902 -0.0316 -0.483
C 0.4889 -0.9347 -0.0264 -0.591
C -0.8321 -1.3248 -0.1383 -0.418
O -0.5788 2.5222 0.2393 -0.005
O 1.4729 -1.6709 0.0130 -0.045
O 2.0655 0.9432 -0.2469 -0.007
S -2.0128 0.0150 -0.2671 0.832
H -1.2820 -2.3052 -0.0888 0.020
H 2.5442 0.1226 -0.2212 0.048
H -2.2483 0.6930 0.9228 -0.078



12
Properties=species:S:1:pos:R:3:lowdin_charge:R:1 method="wB97M-V/def2-TZVPD" energy_ha=-530.42981 charge=-1 de_lowest_kj_mol=93.1 lumo_energy_ev="3.68 / 3.29" molar_mass_g_mol=131.1 multiplicity=1
O 3.2310 -0.0636 0.0222 -0.129
C 2.0910 0.4689 -0.0020 -0.366
C 0.9384 -0.2855 -0.0553 -0.197
O 1.0071 -1.6534 -0.0299 -0.030
C -0.7228 0.4012 0.0474 -0.182
O -0.8352 1.6432 0.0311 -0.038
C -1.9537 -0.4132 0.0286 -0.491
O -2.1009 -1.6079 0.1078 0.104
O -3.0119 0.4371 -0.0798 0.060
H 1.9783 1.5629 -0.0088 0.101
H 1.9628 -1.8238 0.0396 0.079
H -2.5841 1.3340 -0.1009 0.088



10
Properties=species:S:1:pos:R:3:lowdin_charge:R:1 method="wB97M-V/def2-TZVPD" energy_ha=-1025.72995 smiles="[O-][S@@]1(=S)=C=CC=C1" charge=-1 de_lowest_kj_mol=354.0 lumo_energy_ev=3.59 molar_mass_g_mol=131.2 multiplicity=1
O -1.6141 0.8704 1.2841 -0.543
S -1.3680 0.1556 0.0360 0.295
S -2.8399 -1.2291 -0.3465 0.013
C -0.1378 1.5872 -0.8880 -0.094
C 1.0328 0.9468 -0.6793 -0.334
C 1.0972 -0.3967 -0.0427 -0.203
C -0.0397 -0.9078 0.4654 -0.340
H 1.8400 1.5553 -1.0071 0.043
H 2.1332 -0.7899 0.1115 0.094
H -0.1038 -1.7916 1.0667 0.068



9
Properties=species:S:1:pos:R:3:lowdin_spin:R:1 method="wB97M-V/def2-TZVPD" energy_ha=-1052.35578 charge=+3 lumo_energy_ev="-16.32 / -17.41" molar_mass_g_mol=226.0 multiplicity=8
C -0.5797 -1.4849 -0.3021 -0.149
C -1.8953 -1.2173 -0.7417 -0.141
C -1.4358 -0.6448 0.3737 -0.658
H -2.5858 -1.3273 -1.5776 -0.005
C 1.0276 1.4697 0.7283 -0.001
O 1.8652 0.8727 0.0245 0.039
Tb 1.8781 -1.2954 -0.8178 7.917
H 0.8729 1.0821 1.7523 -0.002
H 0.8528 2.5452 0.5604 0.000



8
Properties=species:S:1:pos:R:3:lowdin_charge:R:1 method="wB97M-V/def2-TZVPD" energy_ha=-154.69213 smiles="C#CC=C" de_lowest_kj_mol=74.4 lumo_energy_ev=1.01 molar_mass_g_mol=52.1 multiplicity=1
C 1.2802 0.5558 -1.6120 0.077
C 0.4662 0.2948 -0.7543 -0.184
C -0.3101 -0.4609 0.1784 -0.248
C -0.9122 0.0933 1.2065 -0.029
H 1.9883 0.4771 -2.5433 0.084
H -0.4140 -1.5529 -0.0674 0.124
H -1.2366 -0.6027 2.0730 0.085
H -0.8617 1.1954 1.5191 0.091



60
Properties=species:S:1:pos:R:3:lowdin_charge:R:1 method="wB97M-V/def2-TZVPD" energy_ha=-1682.38395 charge=+1 de_lowest_kj_mol=477.8 lumo_energy_ev=-2.16 molar_mass_g_mol=358.4 multiplicity=1
C 0.8130 -0.1437 -1.0424 -0.049
C 0.1760 0.3147 0.2426 -0.316
C -1.3943 -0.1986 0.3308 -0.174
C -2.0671 0.6519 1.4118 -0.591
S -3.7458 0.2061 1.8753 0.770
N 0.9775 -0.3060 1.3164 0.149
H 0.3643 0.5170 -1.7303 0.067
H 0.5085 -1.0903 -1.4941 0.078
H 1.8988 -0.3023 -0.9866 0.057
H 0.2719 1.4575 0.3581 0.126
H -1.8871 -0.1173 -0.5840 0.063
H -1.2950 -1.3102 0.5239 0.097
H -2.0543 1.7881 0.9366 0.097
H -1.3959 0.7459 2.2594 0.058
H -4.0428 1.4598 2.1638 -0.133
H 0.3763 -1.1940 1.7346 0.184
H 0.9767 0.3984 2.0127 0.076
H 1.9692 -0.5241 0.9693 0.126
H -2.1093 -1.4956 2.7517 0.013
H -1.7029 -2.7120 3.7559 0.024
O -1.4126 -2.1561 3.0677 -0.055
H 2.1252 -4.6484 -0.9200 -0.005
H 1.6574 -4.0036 -2.2835 0.082
O 1.9517 -3.9232 -1.3740 0.028
H -1.4274 2.5726 0.0461 -0.020
H -1.2075 3.9599 0.4942 0.107
O -1.7350 3.4569 -0.2034 -0.076
H 0.3650 3.3668 -1.3763 -0.031
H 1.3645 4.4129 -1.2101 0.018
O 1.0781 3.6663 -0.8180 0.001
H -0.0321 -0.5133 4.5964 0.068
H 0.9579 0.5043 4.9583 0.061
O 0.5988 0.1167 4.1364 -0.080
H -3.6330 1.4883 -2.5382 0.028
H -2.1811 1.1628 -2.3617 -0.026
O -2.9759 0.8610 -2.7493 -0.009
H -3.2518 -1.9976 -3.3291 0.034
H -3.9307 -2.2872 -2.0620 0.067
O -3.0555 -2.3675 -2.4798 -0.043
H 2.7546 -2.3798 -1.8830 -0.045
H 3.0365 -1.4862 -3.0866 0.063
O 3.2697 -1.6935 -2.2005 -0.004
H 2.0667 2.5374 -0.0976 0.045
H 3.2899 1.3588 0.2970 0.046
O 2.4695 1.8392 0.5453 -0.122
H 1.5007 3.2966 1.6823 -0.037
H 1.4376 3.5921 3.0641 0.037
O 0.8857 3.2635 2.3739 -0.020
H -1.4409 3.4496 -2.1566 0.092
H -0.5756 2.9526 -3.4743 0.055
O -0.6177 3.0264 -2.5516 -0.041
H -1.2223 -3.4127 -2.3188 0.032
H -1.3755 -3.6142 -0.7835 0.093
O -0.7181 -3.5399 -1.5222 -0.068
H 4.5746 -0.8958 0.8774 0.040
H 3.7661 -1.0060 -0.5721 0.079
O 3.8187 -0.6373 0.3963 -0.068
H 0.1373 -2.7237 -0.3574 -0.083
H 0.9198 -3.1309 0.8354 0.110
O 0.1294 -2.6132 0.5331 -0.079